Record 1
This record from OMol25 describes one molecule with the formula C7H14. The level of theory is wB97M-V/def2-TZVPD.

Summary:
LUMO energy = 1.00 eV
HOMO energy = -10.1 eV
Orbital gap = 11.2 eV
F_max = 0.76 eV Å⁻¹
Molar mass = 98.2 u
SMILES = CC(C)(C)C1CC1
2S+1 = 1
Total charge = 0

Geometry as XYZ:
```
21
Properties=species:S:1:pos:R:3:forces:R:3
C -0.8136 1.6761 0.6576 -0.05 0.03 0.03
C -0.5697 0.2487 0.1426 0.17 -0.04 -0.02
C -1.0196 0.1571 -1.3195 0.06 -0.04 -0.06
C -1.1928 -0.8808 0.9914 0.02 -0.28 0.15
C 0.9328 0.0132 0.3049 -0.20 0.13 0.17
C 1.9876 -0.0221 -0.7406 0.13 -0.27 -0.08
C 1.5560 -1.3037 0.0210 0.61 0.19 -0.41
H -0.5827 1.7519 1.7272 -0.07 -0.04 -0.15
H -0.1281 2.3525 0.1298 -0.18 -0.04 0.07
H -1.8335 2.0434 0.4986 0.07 -0.19 0.01
H -2.0834 0.4065 -1.4265 0.19 -0.08 0.14
H -0.4510 0.8574 -1.9417 -0.09 -0.08 0.07
H -0.8787 -0.8511 -1.7271 0.03 0.11 0.06
H -0.4065 -1.6505 1.0770 -0.73 0.12 0.20
H -1.4539 -0.5654 2.0076 -0.03 0.03 -0.18
H -2.0553 -1.3729 0.5318 -0.08 0.31 0.06
H 1.3043 0.4381 1.2391 -0.08 -0.01 -0.11
H 1.7176 -0.0808 -1.7896 -0.18 0.20 0.11
H 2.8684 0.5995 -0.5729 0.06 -0.68 0.14
H 2.1144 -1.8261 0.7972 0.21 0.38 -0.27
H 0.9875 -1.9913 -0.6078 0.13 0.22 0.09
```
Positions in Å, forces in eV/Å.

***

Record 2
This record from OMol25 describes a 2-piece molecular cluster, C7H14 overall at a distorted geometry. The level of theory is wB97M-V/def2-TZVPD.

Summary:
LUMO energy = -1.44 eV
HOMO energy = -6.3 eV
Orbital gap = 4.8 eV
F_max = 2.36 eV Å⁻¹
Molar mass = 98.2 u
2S+1 = 1
Total charge = 0

Geometry as XYZ:
```
21
Properties=species:S:1:pos:R:3:forces:R:3
C -2.4235 0.6847 0.0020 -0.33 -0.70 0.38
C -1.6781 0.1376 -1.2321 -0.74 0.60 -0.46
C -0.2229 0.5388 -1.2605 -0.90 -0.44 -1.23
C 0.7377 -0.3375 -0.8249 0.61 -0.41 2.24
C 0.5564 -1.6530 -0.2216 -0.62 -0.16 -0.04
C 2.0471 0.0550 -0.4952 0.00 0.65 -1.42
C 2.5576 1.3994 -0.8801 0.54 -0.83 0.77
H -2.8762 1.6728 -0.1081 0.42 0.05 -0.13
H -1.7628 0.6629 0.8713 0.05 0.26 -0.04
H -3.2475 0.0158 0.2719 -0.09 0.04 -0.11
H -1.8873 -0.9248 -1.3182 0.52 -0.40 0.38
H -2.2122 0.4618 -2.1385 0.28 0.43 0.15
H -0.0006 1.3504 -1.9498 0.37 -0.01 0.30
H -0.3329 -1.8772 5.9526 -0.40 -0.43 0.15
H -0.3905 -2.1741 -0.2816 -0.22 0.18 -0.21
H 1.0815 -1.9815 0.6701 0.72 0.19 -0.41
H 2.7994 -0.6948 -0.2675 -0.33 -0.17 0.56
H -0.8339 -2.4163 6.1377 0.40 0.43 -0.15
H 3.5989 1.4870 -0.5885 0.28 -0.01 -0.37
H 2.4298 1.3743 -1.9698 0.04 0.70 0.07
H 2.0601 2.2188 -0.3693 -0.60 0.02 -0.43
```
Positions in Å, forces in eV/Å.

***

Question: Number 2 is which compound?
Answer: C7H14

***

Question: The lowest HOMO energy belongs to which entry?
Answer: number 1